w:
{"formula": "C6H15NO", "method": "ωB97M-V/def2-TZVPD", "homo_lumo_gap_ev": 9.289, "smiles": "C=CCC[C@@H](C)N.O", "mol_weight_g_mol": 117.19, "species": ["C", "C", "C", "C", "C", "C", "N", "H", "H", "H", "H", "H", "H", "H", "H", "H", "H", "H", "H", "H", "H", "H", "O"], "xyz": [[-1.3019, -1.4263, 1.0786], [-0.2039, -0.8497, 0.1975], [-0.8702, 0.3398, -0.5573], [0.1140, 1.1121, -1.4427], [0.3748, 3.4075, -2.2882], [-0.4462, 2.4100, -1.9729], [0.3786, -1.8607, -0.6751], [-1.6686, -0.6504, 1.7852], [-0.8861, -2.1952, 1.7437], [-2.2283, -1.8823, 0.7551], [0.6622, -0.3427, 0.6558], [-1.2188, 1.0229, 0.2345], [-1.7742, 0.0738, -1.1240], [1.0764, 1.1569, -0.9366], [0.2969, 0.4425, -2.2908], [0.0341, 4.2661, -2.8547], [1.3251, 3.5933, -1.7815], [-1.3301, 2.2652, -2.5788], [-0.2326, -2.6055, -0.9557], [1.3413, -2.1327, -0.6973], [2.8478, -2.3850, 4.6153], [1.5170, -1.9757, 4.8681], [2.1927, -1.7838, 4.2221]]}



x:
{"formula": "C6H15NO", "method": "ωB97M-V/def2-TZVPD", "homo_lumo_gap_ev": 8.635, "smiles": "CC/C(C)=C(/C)N.O", "mol_weight_g_mol": 117.19, "species": ["C", "C", "N", "C", "C", "C", "C", "H", "H", "H", "H", "H", "H", "H", "H", "H", "H", "H", "H", "H", "H", "H", "O"], "xyz": [[-0.9555, -0.0876, -2.6002], [0.1488, 0.2062, -1.6399], [0.8364, -1.6208, 0.6067], [-0.1476, -0.5790, 0.7767], [-0.2941, 0.3440, -0.2399], [-1.2451, 1.4285, 0.0047], [-0.5016, -0.4065, 2.2548], [-1.9413, 0.0161, -2.1001], [-0.8136, -1.2404, -2.7935], [-0.9695, 0.4751, -3.4796], [1.0232, -0.5334, -1.7569], [0.6101, 1.2267, -1.8599], [0.8997, -2.1405, -0.3205], [0.6688, -2.2570, 1.3447], [-0.7892, 2.1789, 0.6402], [-1.5303, 2.0145, -0.8382], [-2.2526, 1.2249, 0.4451], [-0.4845, 0.6504, 2.6828], [-1.5998, -0.6544, 2.5084], [0.1323, -1.0236, 2.9939], [3.1161, 0.9961, 1.4509], [2.7186, -0.4767, 0.9968], [3.3705, 0.2586, 0.9231]]}



y:
{"formula": "C6H15NO", "method": "ωB97M-V/def2-TZVPD", "homo_lumo_gap_ev": 10.388, "smiles": "CC(C)(C)[C@H](N)CO", "mol_weight_g_mol": 117.19, "species": ["C", "C", "C", "C", "C", "C", "N", "O", "H", "H", "H", "H", "H", "H", "H", "H", "H", "H", "H", "H", "H", "H", "H"], "xyz": [[-0.4078, 0.3209, -0.4455], [0.8028, -0.0348, 0.5031], [0.4109, -0.5767, 1.8996], [-1.7631, -0.2133, 0.0613], [-0.2237, -0.1998, -1.8887], [-0.5128, 1.8610, -0.5303], [1.7930, -0.9863, -0.0525], [1.5994, -0.8439, 2.6499], [2.2403, -1.1458, 1.9727], [1.3853, 0.8781, 0.6858], [2.2131, -0.5800, -0.8894], [1.3201, -1.8376, -0.3557], [-0.1848, 0.1468, 2.4619], [-0.1407, -1.5199, 1.8265], [-1.3462, 2.1706, -1.1715], [-2.0279, 0.2114, 1.0357], [-1.7567, -1.3048, 0.1467], [-2.5742, 0.0548, -0.6266], [0.6957, 0.1825, -2.3444], [-0.1982, -1.2950, -1.9174], [-1.0556, 0.1145, -2.5304], [-0.6714, 2.3026, 0.4596], [0.4024, 2.2947, -0.9503]]}



z:
{"formula": "C6H15NO", "method": "ωB97M-V/def2-TZVPD", "homo_lumo_gap_ev": 3.946, "mol_weight_g_mol": 117.19, "species": ["C", "C", "N", "C", "C", "C", "C", "O", "H", "H", "H", "H", "H", "H", "H", "H", "H", "H", "H", "H", "H", "H", "H"], "xyz": [[-1.5551, 0.8074, 1.7387], [-0.4207, -0.1776, 1.4719], [0.8444, 0.3704, 1.5490], [1.8546, -0.5966, 1.5414], [0.0871, -1.2586, -1.9684], [1.0357, -0.3415, -1.7300], [0.7365, 1.0709, -1.3740], [-2.1947, -0.0494, -1.0952], [-1.3172, 1.5529, 2.4930], [-2.4656, 0.2372, 1.9299], [-1.8296, 1.3407, 0.8348], [-0.6565, -0.6578, 0.4783], [-0.5372, -1.0113, 2.1862], [2.1052, -0.8923, 0.4986], [2.7841, -0.2723, 2.0070], [1.5784, -1.5351, 2.0387], [-0.9911, -1.0255, -1.6858], [0.4409, -2.2885, -1.9633], [1.2125, 1.2726, -0.3834], [2.0963, -0.5822, -1.8097], [1.1509, 1.8099, -2.0630], [-0.3298, 1.1872, -1.2219], [-2.4710, 0.4112, -1.8948]]}



It is z that is the least stable of them.